1.
Below is a cluster of 2 separate species, C2H5F3NO in total, with properties calculated with ωB97M-V/def2-TZVPD.

Structure (XYZ):
```
12
Properties=species:S:1:pos:R:3:forces:R:3
C -0.9480 -0.8505 -0.0517 -1.03 -2.52 -1.76
C -1.0543 0.5647 0.0146 -0.60 0.19 2.05
N 1.7085 -0.2902 0.1376 0.93 -2.46 -0.14
O -0.7922 1.3326 -0.9285 0.55 1.88 -0.65
F 1.8571 0.8708 -0.5463 0.95 -0.01 1.04
F 2.9861 -0.9613 0.1097 -1.99 2.06 0.36
F 1.4933 0.0300 1.4808 0.95 0.51 -1.17
H -0.3994 -1.3697 -0.8388 0.89 1.07 -0.27
H -0.7354 -1.4287 0.8346 -0.36 0.53 0.69
H -1.8963 -1.2554 -0.5013 -0.35 0.64 0.91
H -1.4242 1.0489 0.9482 0.37 -0.51 -0.43
H -0.7952 2.3088 -0.6588 -0.31 -1.39 -0.63
```
Forces are in eV/Å.

total energy = -508.26550 a.u.
multiplicity = 1
charge = +1
HOMO energy = -16.42 eV
lowest unoccupied orbital energy = -6.188 eV

natural (NBO) atomic charge list, values in e, 8 entries: number 1, C, carries -0.817; number 2, C, carries 0.559; number 3, N, carries 0.571; number 4, O, carries -0.497; number 5, F, carries -0.177; number 6, F, carries -0.179; number 7, F, carries -0.202; number 8, H, carries 0.314


2.
Below is a cluster of 7 separate species, C5H25N2O7 in total, with properties calculated with ωB97M-V/def2-TZVPD.

Structure (XYZ):
```
39
Properties=species:S:1:pos:R:3:forces:R:3
O 0.7933 1.1412 0.2403 0.00 -0.62 0.27
C 0.9110 0.3213 -0.6722 -0.23 0.83 -0.31
N 1.9824 0.3410 -1.4742 -0.29 -0.28 -0.66
C 2.0412 -0.1972 -2.8161 0.16 -1.19 -0.90
C -0.2502 -0.6928 -0.9189 1.67 0.16 1.84
N -1.0350 -0.5865 0.3438 -0.33 -0.37 0.50
C -2.2318 -1.4464 0.4121 -1.33 -0.05 -0.42
C 0.2449 -2.1488 -1.0513 -1.30 0.24 -1.68
H 2.6914 1.0259 -1.2652 -0.14 0.15 0.37
H 1.2653 0.1040 -3.5235 -0.19 0.47 0.42
H 2.0238 -1.2868 -2.8436 -0.02 0.01 0.22
H 2.9860 0.0304 -3.2923 0.20 0.42 0.20
H -0.8585 -0.2945 -1.7222 -0.15 -0.25 -0.27
H -1.2847 0.3978 0.5669 -0.21 -0.12 -0.13
H -0.4947 -0.8813 1.1788 0.40 0.17 -0.29
H -2.0472 -2.4615 0.7379 0.54 0.03 0.05
H -2.7417 -1.5128 -0.5432 0.15 0.21 -0.32
H -2.9443 -1.0082 1.1005 0.14 0.15 0.16
H 0.0489 -2.7478 -0.1744 0.41 0.12 0.34
H -0.3735 -2.5854 -1.8437 0.20 -0.25 0.07
H 1.2610 -2.2102 -1.4178 0.12 -0.13 0.50
H -1.8121 -1.8294 3.4509 0.02 0.11 0.07
H -0.4065 -2.2999 3.0708 0.09 0.13 0.03
O -1.0000 -1.5395 3.0200 0.00 -0.25 0.04
H 2.4522 1.1099 1.6902 0.57 0.36 0.32
H 3.9985 0.6002 1.9540 -0.36 0.69 0.26
O 3.1423 0.4549 1.5452 0.00 -0.93 -0.60
H -3.0159 1.7560 0.4943 0.14 -0.19 -0.12
H -2.5121 2.2674 1.7974 0.17 -0.24 0.29
O -2.6180 1.4329 1.3231 -0.28 0.55 -0.25
H -1.8726 3.4194 -1.0170 0.39 -0.23 -0.23
H -2.2013 2.4277 -2.1827 0.01 0.35 0.05
O -2.4092 2.6543 -1.2713 -0.36 -0.33 0.14
H 0.1343 4.2330 0.4774 0.13 -0.03 -0.11
H 0.4572 2.8176 -0.0576 -0.04 0.06 0.11
O 0.1199 3.6879 -0.3172 -0.24 0.43 -0.01
H 2.0672 -1.3891 2.3974 -0.17 -0.06 -0.08
H 1.9401 -1.3250 0.9247 0.25 -0.09 0.04
O 1.5482 -1.7799 1.6786 -0.14 -0.01 0.08
```
Forces are in eV/Å.

total energy = -841.50608 a.u.
multiplicity = 1
charge = +1
HOMO energy = -13.72 eV
lowest unoccupied orbital energy = -2.403 eV

natural (NBO) atomic charge list, values in e, 8 entries: number 1, O, carries -0.694; number 2, C, carries 0.696; number 3, N, carries -0.581; number 4, C, carries -0.438; number 5, C, carries -0.128; number 6, N, carries -0.581; number 7, C, carries -0.430; number 8, C, carries -0.645


3.
Below is a structure of composition C39H74N11OPPdSSi, with properties calculated with ωB97M-V/def2-TZVPD.

Structure (XYZ):
```
129
Properties=species:S:1:pos:R:3:forces:R:3
Pd 0.8942 -0.4868 0.1853 0.32 0.53 0.04
C 2.3162 3.1317 5.3307 -0.09 -0.08 -0.10
C 1.0470 3.0943 4.4880 0.17 0.13 0.09
N 0.6778 1.7312 4.1039 0.43 0.32 -0.22
C 1.0575 1.1283 2.9828 -1.13 -1.78 0.56
S 0.5911 -0.5037 2.7274 0.17 0.47 -0.29
N 1.8329 1.8256 2.1367 1.00 1.35 -0.47
N 2.0348 1.3465 0.9447 -0.76 -1.14 0.25
C 2.9805 1.8658 0.2048 0.42 0.59 -0.10
C 3.9945 2.8141 0.7482 -0.11 -0.01 0.04
C 2.9504 1.5250 -1.2160 -0.03 -0.05 -0.23
C 3.9208 1.9933 -2.0991 0.00 0.04 0.19
C 3.7314 1.8171 -3.4604 -0.08 -0.05 -0.10
C 2.5719 1.1993 -3.8960 0.12 0.12 0.04
C 1.6909 0.6946 -2.9435 -0.14 0.13 -0.01
N 1.8837 0.8244 -1.6433 0.07 -0.30 -0.01
H 2.5923 4.1636 5.5415 0.00 0.00 0.03
H 3.1367 2.6529 4.7953 0.04 0.03 0.02
H 2.1716 2.6133 6.2783 0.03 0.01 0.01
H 1.1754 3.6694 3.5736 -0.07 0.02 0.03
H 0.2068 3.5141 5.0410 -0.03 -0.01 -0.06
H 0.2256 1.1530 4.7955 -0.13 -0.05 -0.09
H 3.6874 3.1626 1.7301 0.04 0.00 -0.01
H 4.1311 3.6642 0.0815 0.00 0.00 -0.01
H 4.9608 2.3119 0.8505 0.00 -0.04 -0.03
H 4.8114 2.4803 -1.7274 -0.05 0.08 -0.02
H 4.4664 2.1778 -4.1667 0.01 0.01 0.00
H 2.3524 1.0986 -4.9493 0.01 -0.06 -0.01
H 0.7831 0.1875 -3.2470 0.02 -0.03 0.03
O -0.5286 1.4966 -0.4308 0.16 -0.32 0.35
P -1.6377 2.4624 -0.6452 -0.53 0.68 -0.38
N -2.5786 2.6025 0.7029 0.35 -0.38 -0.11
C -2.2000 2.0974 2.0263 0.02 0.07 0.03
C -3.5198 2.1069 2.7858 0.04 0.11 -0.04
C -4.1961 3.3666 2.2406 0.00 -0.10 -0.02
C -3.8651 3.3040 0.7492 -0.13 0.02 -0.11
N -1.2023 4.0268 -0.9901 0.00 -0.28 0.03
C -0.5186 4.3533 -2.2521 0.02 0.04 0.04
C 0.7637 5.0590 -1.8203 -0.09 0.02 0.00
C 0.3293 5.7968 -0.5521 0.02 -0.09 -0.06
C -0.6505 4.8298 0.1175 -0.02 0.01 0.05
N -2.5463 2.0622 -1.9766 0.02 0.00 0.41
C -3.4230 3.0076 -2.6947 -0.03 0.03 -0.10
C -4.7483 2.2691 -2.8481 0.08 -0.09 -0.06
C -4.3124 0.8070 -2.9638 0.01 0.09 0.08
C -3.1390 0.7109 -1.9883 0.06 -0.04 -0.01
H -1.4830 2.7807 2.5028 0.02 -0.02 0.05
H -1.7485 1.1126 1.9526 0.04 -0.07 -0.02
H -3.3846 2.1220 3.8664 -0.02 -0.01 0.01
H -4.0985 1.2201 2.5174 -0.01 -0.01 0.03
H -3.7503 4.2567 2.6885 0.00 0.00 0.02
H -5.2689 3.3925 2.4206 0.00 0.04 0.01
H -3.8035 4.2911 0.2844 0.01 0.01 0.02
H -4.6321 2.7287 0.2185 0.02 0.03 -0.04
H -1.1430 5.0291 -2.8443 0.02 -0.05 -0.04
H -0.3405 3.4476 -2.8337 0.01 0.03 -0.05
H 1.1378 5.7316 -2.5903 0.08 -0.02 0.00
H 1.5391 4.3213 -1.5923 0.00 -0.02 0.02
H -0.1821 6.7222 -0.8186 0.01 0.01 0.00
H 1.1638 6.0477 0.1005 -0.01 0.06 0.02
H -1.4495 5.3563 0.6432 0.04 -0.02 0.05
H -0.1332 4.1879 0.8420 0.01 0.03 -0.01
H -2.9973 3.2203 -3.6801 0.00 0.05 0.03
H -3.5169 3.9486 -2.1554 0.01 0.01 -0.02
H -5.3066 2.6114 -3.7171 -0.05 0.02 0.03
H -5.3702 2.4079 -1.9616 0.00 0.02 0.00
H -3.9803 0.5875 -3.9797 0.00 0.01 -0.01
H -5.1118 0.1134 -2.7072 0.01 -0.05 -0.05
H -2.3933 -0.0265 -2.2914 -0.04 -0.03 0.03
H -3.4917 0.4467 -0.9814 0.01 -0.02 -0.03
C -6.1453 -1.5580 -0.1598 0.03 -0.09 0.01
C -5.5668 -2.9602 -0.3317 0.14 0.21 -0.03
C -5.1603 -3.2232 -1.7801 -0.08 -0.10 0.14
C -4.4141 -3.2026 0.6512 -0.43 -0.17 -0.09
N -3.2021 -2.4501 0.3469 0.33 -0.18 -0.15
C -2.2551 -2.6584 -0.5738 0.05 0.03 -0.18
N -1.3069 -1.7568 -0.4209 -0.26 0.01 0.27
N -1.7055 -1.0083 0.6276 -0.18 0.15 0.22
N -2.8185 -1.4170 1.0996 -0.07 0.14 0.00
H -6.9548 -1.3927 -0.8700 0.00 0.04 0.00
H -5.3796 -0.7963 -0.3314 -0.01 0.03 -0.02
H -6.5438 -1.4184 0.8456 0.00 0.04 0.00
H -6.3301 -3.6893 -0.0486 0.00 -0.01 0.00
H -4.4529 -2.4714 -2.1379 0.00 0.01 -0.03
H -6.0358 -3.1813 -2.4260 0.01 0.01 -0.03
H -4.7161 -4.2152 -1.8934 0.02 0.01 -0.06
H -4.1550 -4.2617 0.6743 0.08 0.04 0.02
H -4.7088 -2.8868 1.6503 0.08 -0.07 0.04
H -2.2811 -3.4321 -1.3207 -0.04 -0.05 0.02
C 2.3034 -2.5175 -2.8420 0.00 0.09 0.10
C 2.1984 -3.5298 -1.6911 -0.20 -0.04 0.49
C 0.7978 -4.1464 -1.7880 0.10 0.01 -0.03
C 3.2430 -4.6298 -1.9007 0.01 0.10 -0.06
Si 2.3828 -2.4474 -0.0492 0.56 0.09 -0.42
C 4.2778 -2.1821 0.3940 -0.42 -0.17 0.24
C 4.4106 -1.1890 1.5543 -0.01 -0.04 -0.05
C 5.0714 -3.4482 0.7352 -0.01 0.08 -0.06
C 4.9203 -1.5487 -0.8506 -0.10 -0.05 -0.05
C 1.6741 -4.1326 1.7657 -0.09 -0.27 0.21
C 2.2913 -3.5875 3.0127 0.06 0.15 -0.07
C 0.1884 -3.9663 1.6664 0.06 0.18 -0.11
C 2.1905 -5.4674 1.3340 0.05 0.05 -0.13
H 2.2845 -3.0683 -3.7866 -0.01 -0.01 -0.02
H 3.2210 -1.9311 -2.8203 -0.02 0.03 -0.05
H 1.4523 -1.8373 -2.8337 0.00 -0.02 -0.01
H 0.6351 -4.5056 -2.8084 0.02 -0.01 -0.01
H 0.0388 -3.3978 -1.5691 -0.05 -0.04 0.00
H 0.6755 -5.0025 -1.1257 -0.06 0.02 0.00
H 2.9517 -5.2162 -2.7773 0.01 0.01 -0.02
H 3.3176 -5.3178 -1.0632 0.02 -0.03 0.01
H 4.2318 -4.2217 -2.1069 0.02 -0.03 0.04
H 3.9685 -1.5607 2.4774 -0.01 0.04 0.01
H 3.9412 -0.2349 1.3158 0.00 -0.01 0.04
H 5.4715 -1.0042 1.7467 0.02 0.01 0.01
H 4.7291 -3.9179 1.6527 0.04 -0.04 0.03
H 6.1183 -3.1716 0.8897 0.02 0.00 0.00
H 5.0439 -4.1837 -0.0652 0.02 -0.03 0.03
H 4.3783 -0.6685 -1.2021 0.01 0.02 -0.03
H 5.0025 -2.2586 -1.6723 0.02 0.04 -0.02
H 5.9355 -1.2345 -0.5915 0.01 0.03 0.02
H 2.0217 -2.5491 3.1932 0.03 -0.01 0.03
H 3.3711 -3.6980 3.0351 0.02 -0.02 0.04
H 1.8964 -4.1651 3.8599 -0.05 -0.05 -0.03
H -0.1343 -2.9623 1.9379 -0.05 0.00 -0.03
H -0.2720 -4.6599 2.3828 0.04 -0.04 0.02
H -0.1873 -4.2207 0.6779 -0.05 0.01 0.03
H 3.2731 -5.4942 1.2298 0.01 -0.01 0.00
H 1.7226 -5.8256 0.4208 0.02 -0.03 0.00
H 1.9360 -6.1857 2.1258 -0.02 0.02 0.03
```
Forces are in eV/Å.

total energy = -3364.41587 a.u.
multiplicity = 5
charge = +2
HOMO energy (spin up / spin down) = -12.20 / -12.71 eV
lowest unoccupied orbital energy (spin up / spin down) = -5.538 / -7.766 eV

Löwdin atomic charge list, values in e, 8 entries: number 1, Pd, carries 0.649; number 2, C, carries -0.067; number 3, C, carries -0.223; number 4, N, carries 0.019; number 5, C, carries -0.739; number 6, S, carries 0.738; number 7, N, carries 0.090; number 8, N, carries -0.028


4.
Below is a cluster of 17 separate species, C22H78N14O17 in total, with properties calculated with ωB97M-V/def2-TZVPD.

Structure (XYZ):
```
131
Properties=species:S:1:pos:R:3:forces:R:3
O -2.8069 2.0655 -6.0991 0.22 0.11 -0.12
H -3.5641 2.6511 -6.0959 -0.20 0.13 -0.04
H -3.0182 1.3964 -5.4481 -0.02 -0.23 0.15
O -4.2832 -5.1388 2.8646 0.09 -0.18 -0.25
H -4.9349 -4.4655 3.0599 -0.23 0.20 0.06
H -3.7288 -5.1695 3.6443 0.12 0.00 0.23
O -6.1728 2.6582 -1.8577 -0.13 -0.21 -0.07
H -5.9598 3.3492 -2.4848 0.00 0.18 -0.16
H -5.6148 2.8401 -1.1015 0.12 0.04 0.24
O 2.0920 -5.5974 5.0719 0.21 0.14 -0.14
H 1.3091 -5.3982 5.5854 -0.22 0.12 0.15
H 2.1191 -6.5536 5.0368 0.04 -0.24 -0.02
O 5.9663 -3.5685 3.8920 0.16 0.27 -0.05
H 5.0553 -3.7894 4.0858 -0.31 -0.04 0.07
H 6.4143 -4.4134 3.8498 0.13 -0.19 -0.02
C -7.4445 -0.5250 3.8215 1.35 -1.36 1.73
O -7.3888 -1.5660 4.4079 0.13 -2.76 1.42
N -6.6760 0.4832 4.0853 3.37 3.90 1.55
N -8.2147 -0.2957 2.8379 -3.78 0.37 -3.87
H -6.8819 1.4063 3.7309 0.37 -0.24 0.16
H -5.8323 0.3479 4.6238 -0.45 0.10 0.04
H -8.8545 -1.0573 2.6627 -0.26 0.68 -0.61
H -8.1481 0.6036 2.3830 -0.70 -0.68 -0.44
C 0.1739 -7.9594 -1.5969 0.76 1.81 -3.37
O 0.3970 -7.6091 -2.7635 0.15 0.21 1.00
N 0.2915 -7.2545 -0.4920 0.60 2.23 2.03
N -0.2587 -9.1398 -1.3061 -1.78 -5.00 -0.05
H -0.2927 -7.6175 0.2476 0.38 0.98 0.27
H 0.5635 -6.2837 -0.5528 -0.30 -0.23 0.22
H -0.4102 -9.4770 -0.3662 0.09 0.03 -0.42
H -0.5038 -9.7349 -2.0845 0.09 0.00 0.32
C -2.7397 -2.4838 8.5751 -1.05 -2.08 -0.80
O -2.6020 -3.4367 7.8306 -0.10 -0.19 -0.73
N -3.8762 -2.1910 9.2135 -2.16 -0.73 0.23
N -1.8182 -1.6379 8.9135 2.84 2.24 0.68
H -4.6399 -2.7748 8.9036 -0.27 0.43 0.66
H -3.9399 -1.4311 9.8758 -0.55 -0.35 -0.44
H -2.0420 -1.2190 9.8048 1.35 0.55 -0.36
H -0.9206 -1.6936 8.4538 -0.04 0.13 0.72
C 8.4270 1.2568 2.2429 3.10 0.23 -1.31
O 8.9954 2.2793 1.9336 -0.14 1.12 -0.14
N 7.2066 1.0667 2.6351 -3.87 1.08 1.32
N 9.0000 0.0526 2.1682 1.57 -2.15 -0.15
H 7.0545 0.1542 3.0403 -1.07 0.79 0.19
H 6.7238 1.9136 2.8993 -0.42 -0.53 0.29
H 8.4912 -0.6491 2.6867 1.14 -0.56 -0.52
H 9.9539 -0.0620 1.8567 -0.34 -0.03 0.33
C -5.3634 6.8345 1.6213 0.23 -1.11 -0.17
O -6.1754 6.0091 1.9653 -0.14 -0.77 0.58
N -4.0320 6.7968 1.6153 3.58 -1.96 0.91
N -5.6293 7.9912 1.0791 -2.82 3.90 -1.68
H -3.4892 5.9666 1.8056 -0.32 0.18 0.12
H -3.5213 7.6233 1.3392 0.05 -0.59 0.31
H -6.5980 8.2071 0.8918 0.28 0.15 -0.08
H -4.8985 8.4431 0.5482 -0.84 0.15 0.00
C 5.1297 7.1432 5.0612 -2.54 -1.75 -1.80
O 4.7288 6.2635 4.2702 0.03 1.35 1.23
N 6.3960 7.3390 5.2722 3.30 0.07 0.30
N 4.3422 7.9703 5.7847 -1.75 0.67 0.39
H 6.7057 7.9607 6.0055 0.32 -0.44 -0.30
H 6.9665 6.6154 4.8587 0.42 0.42 0.32
H 3.3745 8.0367 5.5030 0.22 -0.10 0.08
H 4.7123 8.7825 6.2573 -0.01 -0.24 -0.24
C 1.3168 7.1135 -7.2368 2.44 2.88 -2.37
O 2.2271 7.9304 -7.4255 -0.46 -0.59 0.87
N 1.1851 6.2649 -6.2593 1.01 -1.47 3.40
N 0.3458 6.9313 -8.0962 -2.68 -0.36 -2.10
H 2.0279 6.2123 -5.7051 -0.49 -0.65 0.37
H 0.4927 5.5365 -6.3590 0.75 -0.12 0.72
H 0.2438 7.4691 -8.9450 -0.03 -0.27 0.38
H -0.2720 6.1893 -7.7998 -0.55 0.55 -1.26
C -4.8972 -6.3009 -5.2696 -1.04 0.15 -0.91
C -4.7488 -4.7693 -5.4048 1.59 -1.19 1.40
C -4.8858 -4.0880 -4.0492 -0.70 0.17 0.38
O -3.3903 -4.4922 -5.7937 -0.39 0.12 -0.68
H -4.6002 -6.8412 -6.1685 -0.10 0.38 -0.44
H -5.9732 -6.4429 -5.1693 -0.03 -0.56 0.32
H -4.3529 -6.8568 -4.5062 -0.01 0.74 0.62
H -5.4499 -4.4055 -6.1558 0.25 0.15 -0.04
H -5.8515 -4.1770 -3.5516 -0.37 -0.04 -0.36
H -4.6600 -3.0253 -4.1383 0.08 -0.05 0.00
H -4.2095 -4.5439 -3.3261 0.37 0.04 -0.20
H -2.8900 -5.1865 -5.3587 0.39 0.09 -0.07
C 6.0846 -5.1155 -4.0656 0.42 -0.38 0.29
C 6.2325 -5.8158 -5.4123 0.75 0.88 0.82
C 6.5934 -7.2901 -5.3359 1.77 0.02 -0.02
O 5.0359 -5.7424 -6.0606 -2.18 0.35 -1.16
H 7.0649 -5.2041 -3.5974 -0.28 -0.11 0.78
H 5.2423 -5.5493 -3.5267 0.32 -0.44 0.56
H 5.8346 -4.0549 -4.0922 0.17 0.04 -0.68
H 6.9079 -5.1230 -5.9143 0.53 -0.78 -0.71
H 6.5992 -7.8045 -6.2969 -0.70 0.34 -0.21
H 5.9643 -7.8310 -4.6291 -0.06 0.07 0.01
H 7.6418 -7.4283 -5.0718 0.10 0.05 0.69
H 4.4460 -6.1153 -5.4014 -0.86 -0.04 -0.37
C 2.3405 0.4411 -9.7782 -1.53 0.47 -0.85
C 3.8318 0.3772 -9.8867 -0.87 -1.16 -0.12
C 4.4024 0.8164 -8.6021 1.24 1.48 0.75
O 4.2561 -0.9447 -10.2688 0.09 0.61 0.16
H 2.0663 1.4803 -9.5968 -0.13 0.25 -0.45
H 1.7436 -0.0652 -9.0197 0.87 -0.64 0.44
H 1.9338 0.0872 -10.7256 -0.26 0.31 -0.11
H 4.0774 1.0449 -10.7126 0.44 -0.11 0.03
H 4.2227 1.8845 -8.4799 -0.22 0.20 -0.07
H 5.4915 0.7719 -8.6060 0.05 -0.50 0.30
H 3.9325 0.3820 -7.7197 0.25 -0.52 -0.10
H 4.2238 -1.4454 -9.4504 0.06 -0.39 0.00
C 0.9536 -0.0160 -0.8918 -2.28 -0.13 0.35
C -0.1387 0.2251 0.1768 3.01 -0.82 3.64
C 0.0643 -0.4587 1.5519 -0.12 -2.55 -0.49
O 0.0662 1.5343 0.6998 -1.99 2.68 -1.45
H 1.9237 0.2440 -0.4684 -0.04 -0.02 -0.38
H 0.5533 0.6514 -1.6550 1.00 0.23 -0.44
H 0.9043 -1.0205 -1.3120 0.29 -0.08 0.18
H -1.1595 -0.0526 -0.0856 -0.03 1.06 -0.60
H 1.0599 -0.3574 1.9840 0.15 0.44 -0.27
H -0.0677 -1.5376 1.4706 -0.10 -0.42 0.05
H -0.6620 -0.1330 2.2966 -0.03 0.30 -0.29
H 0.9701 1.7634 0.9282 0.13 -0.69 -0.30
C -4.7345 5.6806 8.4125 1.55 0.55 0.26
C -3.6431 4.7569 9.0257 -0.72 1.07 -1.52
C -2.2109 4.9062 8.4878 -0.48 -1.56 0.05
O -3.5380 5.0618 10.3835 -0.35 -0.47 1.13
H -4.3655 6.7031 8.4926 0.46 0.29 -0.37
H -5.6148 5.7978 9.0444 -0.34 -1.01 -0.37
H -4.8486 5.4616 7.3508 -0.63 0.00 0.14
H -3.9928 3.7402 8.8464 0.18 -0.24 0.64
H -1.7135 4.1432 9.0865 0.60 0.55 0.57
H -1.8387 5.9156 8.6631 0.22 -0.14 -0.24
H -1.9754 4.4698 7.5172 -0.51 0.81 -0.58
H -3.1341 5.9323 10.4096 0.02 0.14 0.29
```
Forces are in eV/Å.

total energy = -2930.66895 a.u.
multiplicity = 1
charge = 0
HOMO energy = -9.65 eV
lowest unoccupied orbital energy = -0.094 eV

Löwdin atomic charge list, values in e, 8 entries: number 1, O, carries -0.055; number 2, H, carries 0.025; number 3, H, carries 0.030; number 4, O, carries -0.057; number 5, H, carries 0.029; number 6, H, carries 0.027; number 7, O, carries -0.054; number 8, H, carries 0.026